(1)
# C4H5Cl3S

One molecule with the formula C4H5Cl3S in a non-equilibrium geometry (the ωB97M-V functional and the def2-TZVPD basis, OMol25).

Properties
**SMILES string**: S=C(CCl)CC(Cl)Cl
**E_tot**: -1934.14479 Ha
**E_LUMO**: -0.026 hartree

Each line ends with the Löwdin charge.
Geometry (Å):
S 1.3329 -0.1317 -1.8682  0.728
C 0.4742 -0.7837 -0.6229  -0.771
C -0.5758 -1.8001 -0.9923  -0.670
Cl -0.9765 -2.8205 0.3737  0.585
C 0.8364 -0.1616 0.8552  -0.308
C 0.2192 1.2451 1.1887  -1.083
Cl -1.5442 1.1210 0.9671  0.582
Cl 0.8520 2.5482 0.1687  0.559
H -1.4946 -1.3515 -1.3529  0.075
H -0.1025 -2.4367 -1.7522  0.066
H 1.9392 -0.1126 0.8782  0.095
H 0.5370 -0.8820 1.6629  0.087
H 0.4381 1.4641 2.2225  0.056

=====

(2)
# C21H33NO4S

One molecule with the formula C21H33NO4S (the ωB97M-V functional and the def2-TZVPD basis, OMol25).

Properties
**SMILES string**: CCOC(=O)C1(CCOC)CCN(Cc2ccc([C@@H]3CCCCO3)s2)CC1
**E_tot**: -1573.89534 Ha
**E_LUMO**: 0.024 hartree

Each line ends with the Löwdin charge.
Geometry (Å):
C -3.8864 -0.4165 2.4847  -0.059
C -2.4384 -0.6987 2.1103  -0.204
O -1.6250 0.4653 2.2601  -0.004
C -1.6248 1.3412 1.2499  -0.468
O -2.2581 1.1854 0.2380  0.127
C -0.7658 2.5595 1.5725  -0.365
C -1.5123 3.3605 2.6563  -0.094
C -2.8982 3.8556 2.2227  -0.207
O -3.6340 4.4273 3.2815  -0.180
C -4.2384 3.4986 4.1446  -0.113
C -0.5304 3.3872 0.3056  -0.098
C 0.3596 2.6434 -0.6890  -0.175
N 1.6224 2.2895 -0.0687  -0.158
C 2.6180 1.8019 -1.0103  -0.207
C 2.2783 0.4961 -1.6620  -0.507
C 1.4941 0.2700 -2.7497  -0.123
C 1.3279 -1.1014 -3.0504  -0.099
C 1.9768 -1.9178 -2.1813  -0.469
C 2.0754 -3.4078 -2.2005  -0.374
C 3.4165 -3.8532 -2.8107  -0.140
C 3.4676 -5.3765 -2.8835  -0.198
C 2.2421 -5.8797 -3.6427  -0.173
C 0.9802 -5.3198 -2.9863  -0.207
O 0.9858 -3.9119 -2.9455  -0.100
S 2.8165 -1.0063 -0.9712  1.085
C 1.4022 1.3944 1.0496  -0.187
C 0.5978 2.1194 2.1228  -0.101
H -4.4631 -1.3353 2.4297  0.077
H -3.9443 -0.0203 3.4961  0.074
H -4.3132 0.3065 1.7938  0.073
H -2.3765 -1.0438 1.0730  0.125
H -1.9962 -1.4415 2.7775  0.125
H -0.9092 4.2229 2.9461  0.132
H -1.6211 2.7188 3.5332  0.116
H -3.4710 3.0347 1.7684  0.123
H -2.7967 4.6563 1.4866  0.129
H -3.5031 2.9134 4.7084  0.082
H -4.8878 2.8090 3.5901  0.087
H -4.8398 4.0774 4.8431  0.089
H -1.4814 3.6044 -0.1800  0.121
H -0.0495 4.3250 0.5859  0.132
H 0.5686 3.2967 -1.5399  0.127
H -0.1787 1.7567 -1.0598  0.119
H 2.7408 2.5685 -1.7814  0.125
H 3.5613 1.7039 -0.4650  0.115
H 1.0551 1.0601 -3.3330  0.113
H 0.7431 -1.4767 -3.8694  0.115
H 2.0199 -3.7952 -1.1655  0.152
H 4.2340 -3.4619 -2.2033  0.112
H 3.4934 -3.4303 -3.8146  0.130
H 4.3845 -5.7000 -3.3795  0.110
H 3.4657 -5.7899 -1.8713  0.115
H 2.2021 -6.9695 -3.6405  0.112
H 2.2864 -5.5343 -4.6772  0.117
H 0.0873 -5.5912 -3.5537  0.125
H 0.8880 -5.7214 -1.9637  0.128
H 2.3742 1.0977 1.4521  0.124
H 0.8640 0.4785 0.7468  0.121
H 0.4634 1.4680 2.9863  0.123
H 1.1505 3.0073 2.4337  0.130

=====

HOMO-LUMO gap, respectively: 8.2; 9.0 eV.